C33H57CoN3O5Si | ωB97M-V/def2-TZVPD

The HOMO energy (spin up / spin down) comes out at -6.0 / -6.4 eV. As for the calculated total energy: -3504.034033 a.u. Its spin multiplicity is 4.

Cartesian coordinates (Å):
O 1.84 -2.13 -1.88
O 0.77 -0.44 -3.13
C 3.00 -2.64 -1.20
C 3.00 -2.65 0.33
H 3.96 -2.18 -1.59
H 3.00 -3.70 -1.65
H 2.49 -1.81 0.77
H 4.01 -2.62 0.73
H 2.57 -3.57 0.69
C 0.60 -2.79 -1.41
C 0.31 -3.90 -2.42
H -0.29 -2.12 -1.38
H 0.77 -3.14 -0.38
H 0.19 -3.47 -3.41
H -0.63 -4.39 -2.14
H 1.06 -4.70 -2.55
C -0.51 -0.09 -3.77
C 1.82 -0.55 -4.08
C -1.66 -0.68 -3.10
H -0.31 -0.44 -4.77
H -0.48 0.97 -3.93
H -1.63 -1.78 -3.23
H -2.62 -0.33 -3.50
H -1.59 -0.41 -2.03
C 1.76 -1.86 -4.84
H 2.80 -0.36 -3.66
H 1.50 0.22 -4.76
H 2.02 -2.75 -4.25
H 2.54 -1.82 -5.61
H 0.88 -2.07 -5.47
H 1.13 -1.05 -2.32
N -0.67 -0.69 2.84
C -1.46 -0.01 3.71
C -2.04 1.24 3.57
C -2.32 2.07 2.47
C -1.76 -0.75 5.00
H -0.85 -0.97 5.58
H -2.31 -1.70 4.83
H -2.42 -0.16 5.65
C -3.60 2.88 2.49
H -4.34 2.55 1.75
H -3.38 3.95 2.33
H -4.10 2.79 3.46
N -1.54 2.19 1.39
C -0.32 -2.09 3.02
C 0.90 -2.39 3.63
C 1.67 -1.39 4.38
C 1.36 -3.70 3.52
H 2.29 -3.98 4.03
C 0.58 -4.66 2.85
H 0.96 -5.69 2.78
C -0.66 -4.35 2.27
H -1.27 -5.12 1.82
C -1.12 -3.03 2.39
C -2.47 -2.68 1.88
C -1.98 2.82 0.20
C -1.57 4.09 -0.10
C -0.92 4.92 0.90
C -1.79 4.63 -1.41
H -1.40 5.60 -1.63
C -2.49 3.83 -2.34
H -2.63 4.24 -3.39
C -2.97 2.61 -1.95
H -3.59 1.98 -2.72
C -2.77 2.08 -0.74
C -3.34 0.75 -0.34
Co 0.19 1.52 1.13
H 2.70 -1.76 4.62
H 1.19 -1.14 5.37
H 1.81 -0.43 3.82
H -2.42 -1.76 1.26
H -3.19 -2.50 2.70
H -2.87 -3.49 1.24
H 0.07 4.47 1.27
H -1.55 5.09 1.80
H -0.68 5.95 0.46
H -4.19 0.84 0.38
H -2.59 0.11 0.15
H -3.74 0.23 -1.23
H -2.52 1.59 4.47
C 0.92 0.66 -0.41
Si 2.25 1.86 -1.41
H -0.13 0.61 -0.72
H 1.37 -0.18 0.14
C 3.80 0.99 -1.94
C 2.79 3.26 -0.23
C 1.25 2.74 -2.77
H 1.55 3.79 -2.76
H 0.17 2.66 -2.61
H 1.56 2.35 -3.75
H 4.62 1.38 -1.25
H 4.09 1.26 -2.98
H 3.74 -0.12 -1.87
H 3.23 2.86 0.65
H 1.97 3.94 -0.03
H 3.54 3.79 -0.77
O 0.80 1.72 3.94
N 1.50 2.65 3.43
O 1.36 2.75 2.15
O -0.60 -0.29 1.58

Atom charges from the Löwdin analysis, given in e for atoms 1 to 4: -0.248 -0.138 -0.194 -0.052